Molecular formula: C37H57IN3O2SeTc
Method: DFT, the ωB97M-V functional and the def2-TZVPD basis

Last column: Löwdin charge in e.
CARTESIAN COORDINATES (ANGSTROEM)
Tc  1.121665  0.922993  1.260538  1.27
C  0.073866  -0.695779  2.730226  -0.06
C  0.483845  -1.454988  1.604398  -0.13
C  1.922683  -1.276644  1.489621  -0.20
C  2.309554  -0.457411  2.593002  -0.15
C  1.187687  -0.142463  3.403264  -0.23
C  1.255453  0.335940  4.847640  -0.53
C  2.265385  -0.590695  5.556888  -0.03
C  -0.094432  0.163374  5.542831  -0.04
C  1.745631  1.777789  4.976022  -0.03
C  3.002312  -2.024892  0.690980  -0.51
C  4.363719  -1.319384  0.778187  -0.05
C  3.197783  -3.394453  1.375594  -0.02
C  2.693757  -2.195740  -0.798253  -0.07
C  -0.543881  -2.330203  0.864112  -0.50
C  -1.743131  -2.574355  1.796595  -0.04
C  -0.030492  -3.721494  0.479572  -0.04
C  -1.062658  -1.629738  -0.393138  -0.06
H  -0.937787  -0.600468  3.082337  0.11
H  3.328923  -0.229805  2.850941  0.12
H  1.996230  -1.640405  5.428801  0.10
H  2.266641  -0.371638  6.625076  0.09
H  3.281810  -0.447677  5.188308  0.08
H  -0.389844  -0.887898  5.554102  0.09
H  -0.882016  0.749727  5.076727  0.06
H  0.002988  0.484566  6.580160  0.09
H  2.744769  1.895888  4.556237  0.07
H  1.811270  2.046663  6.030978  0.10
H  1.064435  2.473821  4.486475  0.08
H  4.782567  -1.336898  1.784064  0.09
H  4.318434  -0.289525  0.425538  0.07
H  5.063477  -1.849706  0.131656  0.10
H  3.310993  -3.273870  2.454607  0.10
H  4.111850  -3.851848  0.993812  0.10
H  2.382191  -4.085846  1.194518  0.06
H  3.023539  -1.324138  -1.364335  0.06
H  1.634356  -2.318577  -0.994380  0.03
H  3.222548  -3.068203  -1.185311  0.10
H  -1.427759  -2.945555  2.771832  0.10
H  -2.393536  -3.324910  1.346661  0.10
H  -2.336952  -1.675378  1.944934  0.06
H  0.206230  -4.315719  1.363307  0.10
H  0.835849  -3.706687  -0.171636  0.06
H  -0.830523  -4.238251  -0.053111  0.09
H  -1.407978  -0.622987  -0.153216  0.05
H  -1.899993  -2.194779  -0.808192  0.10
H  -0.289267  -1.550648  -1.154479  0.04
O  0.200095  3.854097  -0.494741  -0.05
C  -0.189748  3.769595  0.641423  -0.59
C  -0.926023  4.866972  1.385377  -0.07
C  -1.531346  4.165337  2.587443  -0.07
C  -0.901349  2.790339  2.568443  -0.49
O  -1.089915  1.936940  3.409613  0.03
N  -0.096647  2.622376  1.449849  -0.02
H  -1.645593  5.334887  0.715701  0.13
H  -0.188946  5.626254  1.653097  0.13
H  -2.611722  4.032054  2.504622  0.13
H  -1.339164  4.635958  3.549852  0.13
C  -0.418649  -3.790371  -4.480660  -0.10
C  -0.256325  -2.298814  -4.741087  -0.26
C  0.972339  -1.746122  -4.031434  -0.18
C  1.205210  -0.247811  -4.163750  -0.14
N  0.059228  0.554679  -3.725891  -0.01
C  -0.205943  1.005506  -2.480795  -0.51
Se  1.220235  1.033735  -1.231281  0.85
N  -1.382213  1.664202  -2.503059  0.03
C  -2.067772  2.293393  -1.370902  -0.12
C  -3.558644  1.978297  -1.269498  -0.17
C  -3.912216  0.578194  -0.783657  -0.24
C  -3.747952  0.424701  0.721905  -0.10
C  -1.834958  1.724014  -3.822996  -0.12
C  -2.887801  2.416683  -4.420114  0.01
C  -3.022663  2.293722  -5.787500  -0.06
C  -2.137830  1.518113  -6.548537  -0.06
C  -1.074264  0.862998  -5.965636  0.00
C  -0.938366  0.992901  -4.587148  -0.15
H  -1.302094  -4.187860  -4.977943  0.08
H  -0.518942  -3.987585  -3.410857  0.07
H  0.445763  -4.350147  -4.839931  0.08
H  -1.153155  -1.771948  -4.402749  0.11
H  -0.178518  -2.117470  -5.816619  0.11
H  1.870588  -2.239363  -4.414029  0.13
H  0.915264  -2.002167  -2.973011  0.08
H  1.400075  0.036196  -5.198043  0.13
H  2.067010  0.059989  -3.575234  0.08
H  -1.908047  3.367738  -1.459227  0.13
H  -1.537823  1.952094  -0.483548  0.08
H  -4.055331  2.167574  -2.216880  0.09
H  -3.967268  2.715803  -0.571292  0.13
H  -3.305345  -0.157531  -1.317206  0.09
H  -4.945981  0.360896  -1.057580  0.12
H  -2.732341  0.660190  1.053731  0.05
H  -3.971688  -0.589417  1.047865  0.07
H  -4.427549  1.095405  1.250010  0.09
H  -3.552299  3.052510  -3.858407  0.11
H  -3.822227  2.822863  -6.286123  0.11
H  -2.277867  1.453288  -7.618242  0.11
H  -0.376474  0.291246  -6.558524  0.11
I  3.276767  3.947503  0.727886  0.84
C  2.897462  2.034801  1.552276  -0.82
H  2.991050  2.170499  2.624345  -0.06
H  3.735721  1.430954  1.216205  -0.05

Forces on atoms 1 to 3 (eV/Å):
Tc -0.4467 -0.2861 0.2612
C -0.0418 0.0403 -0.0568
C -0.0020 0.0689 -0.1461

Computed properties:
Multiplicity ... 4
Energy above the lowest of the compared OMol25 structures with the same formula, charge and spin ... 0.000 eV
HOMO (spin up / spin down) ... -10.6 / -10.9 eV
Total energy ... -123501.14601 eV
Gap between HOMO and LUMO (spin up / spin down) ... 7.6 / 6.8 eV
<S²> ... 3.79
Net charge ... +1